{"formula": "C45H43BrN6O2PbS2Se", "method": "wB97M-V/def2-TZVPD", "homo_lumo_gap_ev": 6.51, "e_homo_ev": -6.65, "relative_energy_kj_mol": 241.7, "mol_weight_g_mol": 1130.08, "spin_multiplicity": 1, "elements": ["Pb", "Br", "C", "C", "C", "C", "O", "C", "C", "N", "C", "C", "C", "C", "C", "C", "C", "C", "N", "C", "C", "H", "H", "H", "H", "H", "H", "H", "H", "H", "H", "O", "S", "C", "C", "C", "C", "C", "C", "C", "C", "C", "C", "C", "C", "H", "H", "H", "H", "H", "H", "H", "H", "H", "H", "C", "N", "C", "C", "N", "C", "H", "H", "H", "H", "H", "H", "C", "C", "C", "C", "C", "C", "Se", "C", "C", "C", "H", "H", "H", "H", "H", "H", "H", "H", "H", "H", "H", "C", "N", "C", "C", "N", "C", "S", "H", "H", "H", "H", "H", "H"], "coordinates": [[0.39735, 1.53743, 1.35730], [5.14013, -2.79486, 6.05960], [3.76055, -1.83479, 5.16953], [2.43466, -2.27919, 5.27664], [1.44171, -1.62850, 4.59934], [1.69617, -0.49363, 3.77339], [0.72082, 0.08061, 3.17905], [3.04926, -0.05080, 3.69760], [3.50341, 1.05648, 2.89748], [2.84926, 1.75214, 2.03534], [3.57029, 2.72393, 1.30368], [4.88030, 2.57690, 0.92968], [5.55148, 3.58526, 0.20638], [4.90957, 4.72958, -0.16129], [3.54008, 4.89518, 0.15621], [2.79037, 6.02505, -0.24235], [1.45800, 6.09333, 0.04084], [0.86028, 5.01101, 0.71576], [1.53087, 3.96400, 1.12238], [2.86364, 3.88668, 0.87138], [4.05353, -0.73582, 4.40705], [2.20640, -3.14454, 5.88624], [0.41640, -1.97027, 4.66570], [4.55413, 1.31164, 3.06635], [5.40303, 1.65621, 1.15176], [6.58693, 3.43030, -0.06695], [5.42039, 5.50468, -0.71866], [3.28716, 6.82022, -0.78558], [0.85482, 6.93772, -0.26170], [-0.20956, 5.00133, 0.90052], [5.07807, -0.39094, 4.32900], [-1.99222, 2.43812, -0.00283], [-3.39527, 1.94714, 0.16021], [-4.01720, 1.57270, -1.47144], [-3.13777, 1.46962, -2.53828], [-3.64153, 1.14835, -3.79005], [-5.00314, 0.94106, -3.96798], [-5.87637, 1.07295, -2.89717], [-5.38475, 1.40165, -1.64226], [-3.30918, 0.21638, 0.83789], [-4.66532, -0.14679, 1.41291], [-4.66982, -1.13610, 2.29400], [-2.87699, -2.64557, 1.30058], [-1.41293, -2.35683, 0.97827], [-1.37869, -1.35043, 0.11380], [-2.07520, 1.62422, -2.38345], [-2.95588, 1.05137, -4.61849], [-5.38699, 0.68616, -4.94744], [-6.94010, 0.93405, -3.03972], [-6.06397, 1.54133, -0.81053], [-5.55695, 0.39939, 1.13578], [-5.56818, -1.47026, 2.79591], [-3.11692, -3.69338, 1.48465], [-0.55085, -2.81634, 1.44225], [-0.49174, -0.86430, -0.27384], [-4.80180, -2.49888, -0.39839], [-3.48545, -2.17081, 0.07935], [-3.32724, -1.77739, 2.57083], [-2.37288, -0.60914, 2.75470], [-2.36785, 0.36674, 1.95135], [-2.80687, -0.92830, -0.19137], [-5.30857, -3.15116, 0.31529], [-4.75433, -3.02245, -1.36027], [-5.44061, -1.62033, -0.52698], [-3.33758, -2.40303, 3.46277], [-1.65468, -0.59283, 3.56987], [-2.96794, -0.59600, -1.21400], [-1.00505, 1.04402, -6.40983], [-0.38204, 0.96034, -5.04077], [-0.03520, -0.25919, -4.47825], [0.58520, -0.35481, -3.23455], [0.99357, -1.71798, -2.74263], [0.85689, 0.81844, -2.50734], [1.90384, 0.68772, -0.89722], [0.48503, 2.05900, -3.05106], [0.75700, 3.36629, -2.35652], [-0.12516, 2.10614, -4.30139], [-1.02776, 0.06642, -6.89138], [-0.44938, 1.72543, -7.05610], [-2.03231, 1.41672, -6.36757], [-0.21695, -1.17102, -5.03878], [0.91471, -2.44651, -3.55087], [0.36621, -2.05790, -1.91614], [2.01294, -1.71651, -2.35876], [0.92760, 3.22101, -1.29433], [-0.07811, 4.05622, -2.49213], [1.65323, 3.83993, -2.76793], [-0.38651, 3.07655, -4.71469], [1.34854, -5.39765, 0.19399], [2.20491, -5.12066, 1.32767], [2.64727, -6.05868, 2.25157], [3.41254, -5.40963, 3.14758], [3.43694, -4.08588, 2.75655], [2.69199, -3.88479, 1.63888], [2.43851, -2.43192, 0.84305], [1.80666, -6.14864, -0.44918], [1.22648, -4.46837, -0.35897], [0.37362, -5.75176, 0.53040], [2.37620, -7.09650, 2.18085], [3.93810, -5.76335, 4.01559], [3.87475, -3.31976, 3.24267]]}

{"formula": "C45H43CaN5O2P2", "method": "wB97M-V/def2-TZVPD", "homo_lumo_gap_ev": 7.19, "e_homo_ev": -6.88, "mol_weight_g_mol": 787.90, "spin_multiplicity": 1, "elements": ["Ca", "C", "P", "C", "C", "C", "C", "C", "C", "C", "C", "C", "C", "C", "C", "C", "C", "C", "C", "C", "P", "C", "C", "C", "C", "C", "C", "C", "C", "C", "C", "C", "C", "N", "H", "H", "H", "H", "H", "H", "H", "H", "H", "H", "H", "H", "H", "H", "H", "H", "H", "H", "H", "H", "H", "H", "H", "H", "H", "H", "O", "C", "N", "C", "O", "C", "C", "C", "C", "C", "C", "H", "H", "H", "H", "C", "C", "N", "C", "N", "C", "C", "C", "N", "C", "H", "H", "H", "H", "H", "H", "H", "H", "H", "H", "H", "H", "H"], "coordinates": [[-0.41731, -1.22229, -1.01951], [-1.59134, -2.58185, 2.62556], [-0.57166, -4.01832, 1.97276], [-0.25871, -3.86050, 0.15918], [0.99315, -3.63443, -0.43586], [1.14429, -3.67165, -1.82049], [0.05503, -3.95344, -2.63892], [-1.18180, -4.20620, -2.06119], [-1.33531, -4.15824, -0.68264], [1.08023, -3.75097, 2.70736], [1.55674, -4.74855, 3.55739], [2.78339, -4.61119, 4.19498], [3.54665, -3.47109, 3.98843], [3.08399, -2.47386, 3.13905], [1.85990, -2.61616, 2.50272], [-2.02125, -1.27908, 1.98907], [-3.10258, -0.53512, 2.43029], [-3.15844, 0.61994, 1.61816], [-2.11566, 0.51841, 0.71794], [-1.87977, 1.45430, -0.44983], [-0.11954, 1.73465, -0.97594], [-0.30931, 2.63535, -2.55415], [-1.37399, 3.49263, -2.82741], [-1.46626, 4.13152, -4.05429], [-0.48780, 3.93030, -5.01981], [0.57783, 3.08322, -4.75697], [0.65926, 2.43316, -3.53269], [0.40216, 3.06888, 0.15423], [1.36099, 3.99093, -0.27005], [1.80523, 4.99244, 0.57967], [1.29281, 5.09040, 1.86684], [0.33627, 4.18114, 2.29372], [-0.10217, 3.16868, 1.44960], [-1.39664, -0.63342, 0.95897], [-1.05647, -2.38942, 3.56526], [-2.51258, -3.08110, 2.93192], [1.85462, -3.42857, 0.18522], [2.11778, -3.48029, -2.25493], [0.16973, -3.96811, -3.71448], [-2.04138, -4.42118, -2.68193], [-2.31570, -4.33410, -0.25468], [0.95638, -5.63546, 3.72212], [3.13877, -5.39324, 4.85368], [4.50129, -3.35951, 4.48749], [3.66721, -1.57458, 2.97426], [1.52319, -1.83589, 1.83635], [-3.77588, -0.80532, 3.23030], [-3.88916, 1.41489, 1.65811], [-2.33430, 2.41563, -0.19789], [-2.39485, 1.10180, -1.35319], [-2.13762, 3.66754, -2.07941], [-2.30178, 4.78961, -4.25671], [-0.55977, 4.43107, -5.97694], [1.33898, 2.91590, -5.50831], [1.47496, 1.74509, -3.34046], [1.74962, 3.93752, -1.28073], [2.54333, 5.70392, 0.23112], [1.62987, 5.87793, 2.52900], [-0.08029, 4.26108, 3.29089], [-0.85124, 2.46560, 1.79636], [-0.85538, -0.61086, -3.33100], [-2.03515, -1.00773, -3.22809], [-2.51751, -1.55744, -2.10073], [-3.82516, -1.95962, -2.31811], [-4.51947, -2.57808, -1.54606], [-4.21055, -1.54145, -3.71989], [-5.38775, -1.66840, -4.42370], [-5.40721, -1.17491, -5.72771], [-4.28185, -0.58324, -6.29321], [-3.09378, -0.46519, -5.57451], [-3.09044, -0.95627, -4.28629], [-6.25821, -2.12972, -3.97605], [-6.31305, -1.24982, -6.31594], [-4.33651, -0.21025, -7.30797], [-2.21134, -0.00504, -6.00020], [1.84523, 1.02373, 4.77446], [0.53072, 0.81687, 4.04996], [0.79060, 0.29564, 2.72751], [1.89099, 0.55880, 1.97466], [1.89978, 0.13155, 0.74756], [3.03043, 0.44963, -0.10181], [4.31179, 0.75210, 0.65757], [3.99548, 1.73910, 1.76147], [2.94747, 1.18976, 2.60396], [2.75707, 1.84801, 3.88691], [2.31238, 0.05854, 4.98495], [1.68084, 1.53832, 5.72178], [-0.01652, 1.76789, 4.00452], [-0.10911, 0.10825, 4.57818], [0.00593, -0.05443, 2.18318], [2.77654, 1.31298, -0.73556], [3.20074, -0.38474, -0.79059], [5.07574, 1.15345, -0.01077], [4.70716, -0.16495, 1.10377], [3.68866, 2.70674, 1.34103], [4.87070, 1.91602, 2.39036], [2.34486, 2.85680, 3.75310], [3.74282, 1.95758, 4.34468]]}

| no. | E_tot (Eh) |
| --- | --- |
| 1 | -8184.25751 |
| 2 | -3525.34605 |